1.
# C6H15ClNO2

A 2-piece molecular cluster, C6H15ClNO2 overall in a non-equilibrium geometry (ωB97M-V/def2-TZVPD, the Open Molecules 2025 dataset).

Last column: Löwdin charge in e.
Cartesian coordinates (Å):
Cl: -1.49632 0.19319 -4.74402  -0.858
C: 0.15662 3.90650 0.69283  -0.160
O: -0.48157 2.77468 0.21368  -0.172
C: 0.15072 1.60137 0.68209  -0.216
C: -0.97519 0.53642 0.64378  -0.207
N: -1.27504 0.02889 -0.70763  -0.026
C: -0.22433 -0.79583 -1.43649  -0.180
C: 0.26421 -2.07003 -0.80052  -0.248
O: 0.97567 -1.95002 0.41883  -0.190
C: 1.13429 -3.22003 1.05202  -0.135
H: 0.00184 4.85764 0.18343  0.084
H: 1.24529 3.86857 0.73121  0.076
H: -0.08530 4.05037 1.74586  0.079
H: 0.62202 1.72440 1.65720  0.112
H: 0.96445 1.41224 -0.01804  0.115
H: -1.85017 1.11714 0.93577  0.112
H: -0.74375 -0.18857 1.42412  0.093
H: -2.17618 -0.40709 -0.57358  0.095
H: 0.65052 -0.15490 -1.54585  0.110
H: -0.74849 -1.14364 -2.32665  0.053
H: 0.84717 -2.72875 -1.44422  0.121
H: -0.64002 -2.62530 -0.55126  0.112
H: 1.67125 -4.01539 0.53512  0.073
H: 0.28143 -3.84512 1.31659  0.077
H: 1.73089 -2.92668 1.91580  0.084

The calculation puts the energy at -24572.16179 eV. The total charge is -1. As for the gap between HOMO and LUMO: 6.377 eV.

2.
# C6H15ClNS2

A 2-piece molecular cluster, C6H15ClNS2 overall in a non-equilibrium geometry (ωB97M-V/def2-TZVPD, the Open Molecules 2025 dataset).

Last column: Löwdin charge in e.
Cartesian coordinates (Å):
C: -1.59022 -2.47655 -1.09332  -0.099
C: -0.43951 -1.75529 -1.78865  -0.262
C: -0.61522 -0.23960 -1.85949  -0.194
C: -0.55232 0.46462 -0.48256  -0.209
C: 0.76938 0.33705 0.15040  -0.139
C: 1.00988 2.54613 1.79301  -1.494
N: 0.92925 -0.56589 1.25989  0.120
S: 0.68827 1.63168 3.27476  0.772
S: 2.68689 3.03631 1.63063  0.727
Cl: -0.24899 3.57932 1.20203  0.619
H: -2.53449 -2.22539 -1.57049  0.084
H: -1.45515 -3.55194 -1.16965  0.079
H: -1.66831 -2.21977 -0.03762  0.053
H: -0.37893 -2.12665 -2.81292  0.114
H: 0.50885 -2.00511 -1.30615  0.097
H: 0.16121 0.18237 -2.49800  0.116
H: -1.58023 -0.01278 -2.31112  0.120
H: -0.77819 1.52211 -0.65442  0.092
H: -1.32956 0.06258 0.16969  0.117
H: 1.66405 0.64280 -0.35392  0.121
H: 0.82614 -0.01583 2.20537  0.018
H: 1.85599 -1.00108 1.27446  0.174
H: 0.20710 -1.29760 1.24092  0.158
H: -0.64374 1.71998 3.20469  -0.076
H: 2.50784 3.76855 0.53244  -0.108

The calculation puts the energy at -42138.97527 eV. The total charge is +1. As for the gap between HOMO and LUMO (alpha / beta): 7.522 / 8.201 eV.

3.
# C6H15ClO4PZr

C6H15ClO4PZr as an isolated structure in a non-equilibrium geometry (ωB97M-V/def2-TZVPD, the Open Molecules 2025 dataset).

Last column: Löwdin charge in e.
Cartesian coordinates (Å):
Zr: 26.67370 20.43869 -9.05752  2.112
Cl: 25.01053 21.18549 -10.80488  0.285
C: 22.44991 14.89238 -7.90123  -0.029
C: 22.82837 15.68941 -9.18114  -0.194
O: 23.76067 16.71994 -8.79806  -0.141
P: 25.01935 17.09886 -9.66975  0.486
O: 25.70117 18.34059 -9.17625  -0.355
O: 25.94303 15.83015 -9.65942  -0.129
C: 26.10871 14.72730 -8.71444  -0.160
C: 26.45061 15.22921 -7.33158  -0.052
O: 24.52657 17.14967 -11.19432  -0.133
C: 23.41114 17.77375 -11.76517  -0.275
C: 23.25088 17.32812 -13.23015  -0.017
H: 23.19623 14.19427 -7.51556  0.078
H: 22.17435 15.43730 -6.99747  0.096
H: 21.58649 14.27979 -8.17400  0.105
H: 23.21219 15.00751 -9.93751  0.135
H: 21.88544 16.13668 -9.50423  0.133
H: 25.23446 14.07686 -8.77875  0.129
H: 26.93989 14.19942 -9.18618  0.146
H: 26.71343 14.35285 -6.73242  0.110
H: 27.31938 15.88262 -7.24204  0.085
H: 25.61118 15.71671 -6.82704  0.082
H: 22.41870 17.63733 -11.29996  0.133
H: 23.57905 18.86016 -11.76827  0.078
H: 22.56661 18.03636 -13.69825  0.102
H: 24.21479 17.56638 -13.69168  0.091
H: 22.97472 16.28642 -13.34853  0.098

The calculation puts the energy at -37712.33649 eV. The total charge is +3. As for the gap between HOMO and LUMO: 2.895 eV.

4.
# C6H15F2NP

A 3-piece molecular cluster, C6H15F2NP overall in a non-equilibrium geometry (ωB97M-V/def2-TZVPD, the Open Molecules 2025 dataset).

Last column: Löwdin charge in e.
Cartesian coordinates (Å):
C: 1.24667 -0.62954 0.42405  -0.139
C: 2.36962 1.50377 0.76564  -0.031
C: 3.03017 -0.02703 -1.26337  -0.060
C: -1.82876 1.16732 0.48357  -0.103
C: -3.32968 -0.51890 -0.44164  -0.078
C: 2.20862 0.25163 -0.04423  -0.388
N: -1.97535 0.06630 -0.43078  -0.429
F: -1.50951 -2.08838 1.27978  -0.030
F: -1.21459 -1.96846 -1.69457  -0.263
P: -0.67228 -0.52332 -1.19634  1.163
H: 1.36781 -1.65436 0.07048  0.078
H: 0.76546 -0.31006 1.34702  0.070
H: -1.23424 -2.40132 2.07900  0.087
H: 1.41535 1.82765 0.92450  0.040
H: 3.15837 2.20042 0.28861  0.132
H: 2.82379 1.26096 1.66242  0.071
H: 3.21312 0.97032 -1.82354  0.112
H: 4.07401 -0.49843 -1.16893  0.125
H: 2.41546 -0.62214 -2.01809  0.086
H: -1.09167 1.84936 0.13246  0.075
H: -2.73119 1.62730 0.67329  0.073
H: -1.49850 0.82558 1.49871  0.112
H: -3.99743 -0.09933 -1.17678  0.094
H: -3.20012 -1.54177 -0.91503  0.091
H: -3.80511 -0.66758 0.54377  0.111

The calculation puts the energy at -22671.16473 eV. The total charge is +1. As for the gap between HOMO and LUMO: 7.857 eV.

5.
# C6H15N

A 2-piece molecular cluster, C6H15N overall in a non-equilibrium geometry (ωB97M-V/def2-TZVPD, the Open Molecules 2025 dataset).

Last column: Löwdin charge in e.
Cartesian coordinates (Å):
C: -1.78765 -1.52247 0.87053  -0.126
N: -0.66344 -0.57687 1.03272  0.024
C: -0.61081 0.28640 0.00659  -0.539
C: 0.72427 1.10922 0.03838  -0.198
C: 1.94338 0.39916 0.58915  -0.272
C: 2.49031 -0.62463 -0.41306  -0.111
C: -1.90588 1.14952 -0.28084  -0.034
H: -2.69615 -1.13033 1.36708  0.079
H: -1.44103 -2.39083 1.43752  0.066
H: -1.98684 -1.79000 -0.21492  0.090
H: -0.62541 -0.26298 -1.09765  0.010
H: -0.48379 -0.58313 -1.99573  0.183
H: 0.90048 1.41077 -1.00108  0.104
H: 0.59090 2.08828 0.54792  0.118
H: 2.66448 1.18600 0.78933  0.101
H: 1.61321 -0.13927 1.48310  0.094
H: 2.76975 -0.10674 -1.32888  0.068
H: 1.73800 -1.36139 -0.64090  0.054
H: 3.36729 -1.14307 0.00293  0.073
H: -1.62372 2.14922 -0.64238  0.081
H: -2.64040 1.29147 0.53001  0.086
H: -2.33695 0.56168 -1.07983  0.050

The calculation puts the energy at -7951.06287 eV. As for the gap between HOMO and LUMO: 8.131 eV.

6.
# C6H15N

C6H15N in the gas phase (ωB97M-V/def2-TZVPD, the Open Molecules 2025 dataset).

Last column: Löwdin charge in e.
Cartesian coordinates (Å):
C: -0.54032 2.78641 -1.54509  -0.106
C: 0.07817 1.58598 -0.83052  -0.270
C: -0.83416 0.37316 -0.68119  -0.221
C: -0.69482 -0.45714 0.59480  -0.190
C: 0.32409 -1.58731 0.49398  -0.490
C: 0.36572 -2.37803 1.79514  -0.082
N: 1.66230 -1.15899 0.14571  0.048
H: -0.00364 2.99700 -2.46869  0.064
H: -1.59565 2.64223 -1.77724  0.066
H: -0.44184 3.73679 -1.01512  0.067
H: 1.01015 1.34375 -1.34316  0.089
H: 0.44118 1.84593 0.16371  0.100
H: -1.85807 0.72686 -0.75181  0.095
H: -0.76103 -0.31295 -1.53699  0.119
H: -0.43010 0.20523 1.42859  0.115
H: -1.66876 -0.90434 0.82491  0.113
H: -0.02431 -2.30618 -0.25026  0.130
H: -0.59015 -2.89582 1.92888  0.077
H: 0.53518 -1.74415 2.67056  0.078
H: 1.12319 -3.16386 1.75183  0.076
H: 1.70235 -0.44414 -0.56307  0.045
H: 2.20053 -0.89043 0.96503  0.077

The calculation puts the energy at -7955.28010 eV. As for the gap between HOMO and LUMO: 10.131 eV.

7.
# C6H15N

C6H15N in the gas phase in a non-equilibrium geometry (ωB97M-V/def2-TZVPD, the Open Molecules 2025 dataset).

Last column: Löwdin charge in e.
Cartesian coordinates (Å):
C: 0.75594 -3.18813 -0.24569  -0.099
C: 0.34797 -1.90383 0.49094  -0.274
N: 0.76702 -0.68884 -0.24778  -0.064
C: 0.28252 0.70469 -0.30258  -0.385
C: 1.22375 1.54940 0.61589  -0.054
C: -1.19938 0.99874 0.15990  -0.246
C: -1.67138 2.34912 -0.32681  -0.130
H: -0.11951 -3.51522 -0.82293  0.068
H: 1.53593 -3.13120 -1.03035  0.075
H: 1.02209 -4.01360 0.40922  0.064
H: -0.71866 -2.03561 0.69318  0.093
H: 0.80443 -1.67163 1.45625  0.101
H: 0.83537 -0.94068 -1.22586  0.084
H: 0.23043 0.97020 -1.37885  0.138
H: 1.04831 1.11634 1.59538  0.080
H: 0.93060 2.58197 0.47388  0.049
H: 2.20574 1.49844 0.13655  0.074
H: -1.40695 0.96015 1.24477  0.109
H: -1.77750 0.13708 -0.23883  0.106
H: -2.65108 2.58670 0.08217  0.072
H: -1.53490 2.51138 -1.41738  0.080
H: -0.91075 3.12453 -0.12105  0.061

The calculation puts the energy at -7953.92718 eV. As for the gap between HOMO and LUMO: 9.427 eV.

8.
# C6H15N2

An isolated ion of composition C6H15N2 and charge +1 in a non-equilibrium geometry (ωB97M-V/def2-TZVPD, the Open Molecules 2025 dataset).

Last column: Löwdin charge in e.
Cartesian coordinates (Å):
C: -2.24356 -1.29235 0.86153  -0.162
C: -0.95558 -0.98696 1.50569  -0.301
C: 0.22761 -1.27926 0.57085  -0.254
C: 0.23888 -1.02166 -0.89397  -0.200
C: -0.29244 0.39824 -1.18367  -0.233
N: 0.68648 1.36458 -1.30625  0.015
C: 1.63611 1.58458 -0.27689  -0.045
N: 2.41908 2.65809 -0.10057  0.146
H: -3.06099 -1.74483 1.50377  0.102
H: -2.23822 -1.94901 -0.06700  0.097
H: -2.69757 -0.40262 0.40700  0.062
H: -0.81054 -1.42618 2.60372  0.153
H: -1.08812 0.16273 1.84102  0.136
H: 1.10964 -0.93640 1.04483  0.068
H: 0.27894 -2.47477 0.63156  0.171
H: -0.38652 -1.66973 -1.53555  0.123
H: 1.17664 -1.11940 -1.38116  0.110
H: -0.73427 0.37475 -2.25986  0.162
H: -1.10941 0.81421 -0.42410  0.159
H: 0.71811 1.98809 -2.20059  0.214
H: 1.72962 0.68793 0.40766  0.154
H: 2.76448 3.33034 -0.72956  0.103
H: 2.63161 2.93963 0.98154  0.222

The calculation puts the energy at -9436.60060 eV. The total charge is +1. As for the gap between HOMO and LUMO: 9.172 eV.